Entry from the OMol25 dataset: a cluster of 2 separate species, C3H9O2S in total (ωB97M-V with the def2-TZVPD basis set).

```
15
Properties=species:S:1:pos:R:3:forces:R:3
C -1.088 1.262 -0.951 -1.364 -0.076 0.371
O -0.537 0.592 -1.986 -0.707 0.050 -0.098
C -0.212 1.182 0.292 0.966 0.511 -0.328
C 0.276 -0.176 0.660 0.650 -3.949 -1.290
S 1.516 -0.297 1.957 0.162 0.279 0.912
H -2.131 0.997 -0.539 0.413 -1.104 -0.604
H -1.434 2.322 -1.150 1.166 0.046 -0.081
H 0.744 1.678 0.031 -0.570 0.691 0.615
H -0.778 1.535 1.168 0.529 0.622 -0.071
H 0.858 -0.851 -0.126 -1.306 2.119 0.791
H -0.490 -0.927 0.917 -0.174 0.594 -0.001
H 0.750 -0.138 3.065 0.149 0.076 -0.303
H -1.304 -2.077 -2.684 -0.141 -0.634 0.084
H -0.906 -0.929 -1.890 0.278 0.270 0.867
O -1.110 -1.933 -1.750 -0.053 0.506 -0.862
```
Positions in Å, forces in eV/Å.

Values from the calculation:
ΔE to the lowest compared entry with this formula, charge and spin: 96.0 kJ/mol
Kohn-Sham gap: 6.688 eV
Total energy: -18186.927 eV
M: 109.17 g/mol
Net charge: -1
HOMO: -0.12565 Ha
2S+1: 1